[1]
Here is C7H8 in the gas phase from the OMol25 dataset. Energies are from the ωB97M-V functional and the def2-TZVPD basis.

The HOMO energy is -10.0 eV. As for the total energy: -7383.0849 eV. As for the energy above the lowest of the compared OMol25 structures with the same formula, charge and spin: 130.6 kcal/mol.

Positions of all 15 atoms, in Å:
C1 -0.8051 1.2740 -0.5487
C2 0.5522 0.5756 -0.4211
C3 0.7742 -0.0092 0.9878
C4 -0.2386 -0.9978 1.3680
C5 -1.0808 -1.8010 1.6810
C6 0.3292 -1.7515 -1.5511
C7 0.6934 -0.5026 -1.4751
H1 -1.6124 0.5605 -0.3561
H2 -0.8871 2.0960 0.1720
H3 -0.9436 1.6821 -1.5548
H4 1.3467 1.3139 -0.5839
H5 1.7646 -0.4767 1.0320
H6 0.7671 0.8097 1.7180
H7 -1.8219 -2.5129 1.9732
H8 1.1621 -0.2601 -2.4411

Atoms 1-6, force components in eV/Å:
C -0.07 0.03 0.00
C 0.02 0.09 0.07
C 0.03 0.01 0.04
C -0.36 -0.35 0.14
C 0.36 0.34 -0.16
C 0.26 0.69 0.00

=====

[2]
Here is 2 unconnected molecules or ions with the total composition C7H8 in a non-equilibrium geometry from the OMol25 dataset. Energies are from the ωB97M-V functional and the def2-TZVPD basis.

The HOMO energy (spin up / spin down) is -8.8 / -8.8 eV. As for the total energy: -7378.6039 eV. As for the energy above the lowest of the compared OMol25 structures with the same formula, charge and spin: 233.9 kcal/mol.

Positions of all 15 atoms, in Å:
C1 1.7472 0.4974 -3.0448
C2 2.4993 0.1257 -3.8945
C3 -0.8353 0.5539 1.6939
C4 -1.3519 -0.8422 1.3364
C5 0.2944 0.8978 0.5735
C6 -0.7322 -1.1693 0.0092
C7 0.0632 -0.2574 -0.3404
H1 3.1305 0.1960 -4.6849
H2 -1.6474 1.2724 1.7689
H3 -0.2193 0.5966 2.6400
H4 -0.9576 -1.4455 2.1004
H5 -2.4885 -0.8493 1.3574
H6 0.2865 1.8720 -0.0266
H7 1.3789 0.6636 1.0181
H8 -1.1678 -2.1119 -0.5067

Atoms 1-6, force components in eV/Å:
C -2.60 -0.17 3.49
C 0.14 -0.14 -0.12
C 2.23 1.28 -0.05
C -1.17 1.42 0.24
C 2.30 0.28 -0.33
C -3.33 -4.99 -1.72

=====

[3]
Here is a molecular structure, C7H8As5CuF30NO3 in a non-equilibrium geometry from the OMol25 dataset. Energies are from the ωB97M-V functional and the def2-TZVPD basis.

As for the charge: -5. The HOMO energy is 5.2 eV. As for the total energy: -445381.3521 eV.

Positions of all 55 atoms, in Å:
Cu1 0.2887 -0.3418 -0.2598
As1 -0.1208 0.7547 -3.9098
F1 -1.4382 -0.2284 -4.5332
F2 0.2461 1.3820 -5.5501
F3 1.0662 1.8221 -3.2575
F4 -0.4660 0.1886 -2.2161
F5 1.0298 -0.5430 -4.1590
F6 -1.3130 2.0652 -3.8675
As2 -1.3157 -4.1887 -2.0013
F7 -1.1153 -2.6062 -1.2428
F8 0.2320 -4.2481 -2.7959
F9 -1.7260 -5.7613 -2.7171
F10 -2.9075 -4.3047 -1.1825
F11 -2.0227 -3.4364 -3.4381
F12 -0.5113 -4.9043 -0.6179
As3 -1.3819 -2.4516 2.7912
F13 -2.2318 -0.9216 3.0577
F14 -2.2538 -3.3175 4.0900
F15 -0.6972 -4.0450 2.4096
F16 -0.6210 -1.7191 1.3945
F17 -0.0714 -2.0977 3.8773
F18 -2.7453 -2.9295 1.7932
As4 -3.6330 -0.0241 -1.0007
F19 -1.9523 -0.2296 -0.3985
F20 -4.0900 -1.5125 -0.1375
F21 -5.3052 0.0691 -1.5889
F22 -3.1715 1.4887 -1.7511
F23 -3.3122 -1.0295 -2.3851
F24 -4.0893 0.8550 0.4568
As5 3.2917 -3.8397 0.7299
F25 2.3694 -5.1025 -0.0262
F26 2.2410 -4.2244 2.1138
F27 4.1536 -2.7225 1.7998
F28 4.3177 -3.5880 -0.6282
F29 2.1378 -2.5585 0.3340
F30 4.4080 -5.1462 1.3620
C1 3.1801 0.9130 0.5815
O1 2.5114 1.0652 -0.6461
H1 2.5082 1.3239 1.3658
H2 3.2655 -0.1470 0.8498
H3 4.0978 1.5293 0.6139
C2 1.0761 5.8504 2.8542
C3 0.5639 6.2874 1.6594
C4 0.0248 5.4619 0.6883
C5 0.1552 4.1021 0.9099
C6 0.7994 3.5826 2.0368
C7 1.2154 4.4560 3.0378
N1 -0.3270 3.1905 -0.1384
O2 -0.4462 2.0436 0.2772
O3 -0.3729 3.4844 -1.3071
H4 1.6560 6.5334 3.4636
H5 0.6541 7.3199 1.3298
H6 -0.4446 5.8826 -0.1876
H7 0.9911 2.5235 2.1297
H8 1.6015 3.9943 3.9364

Atoms 1-6, force components in eV/Å:
Cu 0.68 0.20 -0.29
As -1.18 -0.26 0.74
F 0.95 0.21 0.07
F 0.17 -0.44 0.09
F 0.09 -0.12 -0.31
F 0.41 0.71 -2.41

=====

[4]
Here is a gas-phase ion, C7H8BO4 (charge -1) in a non-equilibrium geometry from the OMol25 dataset. Energies are from the ωB97M-V functional and the def2-TZVPD basis.

As for the charge: -1. The HOMO energy is -3.6 eV. As for the total energy: -16258.0414 eV. As for the energy above the lowest of the compared OMol25 structures with the same formula, charge and spin: 0.0 kcal/mol.

Positions of all 20 atoms, in Å:
B1 -1.1317 1.3015 0.7783
C1 1.4523 -0.7817 -1.8946
C2 -0.0100 -0.9440 -1.9424
C3 2.0857 -0.2336 -0.8671
C4 -0.7399 -0.5825 -0.9209
C5 -0.9161 -0.9682 1.5958
C6 1.2711 0.1404 0.4371
C7 -0.2639 0.0503 0.2730
O1 -0.0032 -1.1468 2.3659
O2 -2.0624 -1.3521 1.4279
O3 -2.3997 1.7287 0.2490
O4 -0.6985 2.2065 1.8387
H1 1.9540 -0.9677 -2.8616
H2 -0.4264 -1.2968 -2.9099
H3 3.1435 -0.1775 -0.7709
H4 -1.8326 -0.7128 -1.0072
H5 1.6069 -0.4738 1.2394
H6 1.7725 1.0631 0.9605
H7 -2.7010 1.1997 -0.4904
H8 -0.1007 1.9472 2.4994

Atoms 1-6, force components in eV/Å:
B -0.13 1.38 0.48
C -0.13 0.42 -1.54
C 1.53 -0.64 -2.11
C -1.86 0.16 2.20
C -2.31 0.46 -0.09
C 0.72 0.28 -1.71

=====

[5]
Here is a molecular structure, C7H8BrClOSi in a non-equilibrium geometry from the OMol25 dataset. Energies are from the ωB97M-V functional and the def2-TZVPD basis.

The HOMO energy is -7.8 eV. As for the total energy: -99879.9404 eV. As for the energy above the lowest of the compared OMol25 structures with the same formula, charge and spin: 35.9 kcal/mol.

Positions of all 19 atoms, in Å:
C1 2.7483 -1.5885 -0.4403
C2 1.5410 -1.9141 -1.0533
C3 2.8442 -0.7523 0.6199
C4 0.4589 -1.2033 -0.7463
C5 1.6698 -0.0164 0.9231
C6 0.4788 -0.2142 0.2640
C7 -2.6425 2.3159 0.8025
O1 -0.4842 0.6215 0.5705
Si1 -2.4776 0.8612 -0.3782
Cl1 -2.5366 0.8744 -2.4087
Br1 -3.7152 -0.8682 0.0627
H1 3.7075 -1.8600 -0.8625
H2 1.4591 -2.4822 -1.9688
H3 3.6971 -0.4508 1.2249
H4 -0.4972 -1.3501 -1.4159
H5 1.6362 0.6317 1.8311
H6 -3.3346 2.0841 1.6464
H7 -1.5424 2.2116 1.1616
H8 -3.0106 3.0999 0.1673

Atoms 1-6, force components in eV/Å:
C 2.04 -1.20 -0.81
C 1.72 0.16 -1.11
C -2.30 2.24 1.05
C -4.46 1.17 -0.43
C 0.97 -0.40 2.07
C 0.93 -0.65 -1.03

=====

[6]
Here is C7H8BrNO2 in the gas phase in a non-equilibrium geometry from the OMol25 dataset. Energies are from the ωB97M-V functional and the def2-TZVPD basis.

The HOMO energy is -8.8 eV. As for the total energy: -83010.7943 eV. As for the energy above the lowest of the compared OMol25 structures with the same formula, charge and spin: 118.6 kcal/mol.

Positions of all 19 atoms, in Å:
C1 3.5206 1.8632 -0.0129
C2 2.1881 1.8650 0.0035
C3 1.3825 0.7165 0.0733
C4 0.0643 0.7432 -0.1856
C5 -0.8469 -0.4259 -0.0579
C6 -2.1700 -0.4420 0.0594
C7 -3.0533 -1.6615 0.1756
N1 -0.1213 -1.7296 -0.1121
O1 0.1689 -2.1228 0.9872
O2 0.1767 -2.3093 -1.1260
Br1 -3.1710 1.2164 -0.0150
H1 4.0510 2.8347 0.1458
H2 4.0674 0.9369 0.2195
H3 1.7750 2.8253 -0.2552
H4 2.0149 -0.1864 0.4752
H5 -0.1721 1.7453 -0.5521
H6 -3.9732 -1.6772 0.8409
H7 -3.5009 -1.6593 -0.9573
H8 -2.4007 -2.5323 0.2937

Atoms 1-6, force components in eV/Å:
C 0.72 0.31 1.90
C 1.50 1.63 -1.40
C 0.37 -3.16 1.27
C 0.92 -0.40 -0.03
C 0.37 1.34 -1.24
C -1.04 0.22 0.79

=====

[7]
Here is a molecular structure, C7H8CeN2O5 in a non-equilibrium geometry from the OMol25 dataset. Energies are from the ωB97M-V functional and the def2-TZVPD basis.

As for the charge: +3. The HOMO energy (spin up / spin down) is -20.4 / -20.4 eV. As for the total energy: -33503.6628 eV. Its expectation value of S² is 0.751. As for the spin multiplicity: 2. As for the energy above the lowest of the compared OMol25 structures with the same formula, charge and spin: 3.4 kcal/mol.

Positions of all 23 atoms, in Å:
Ce1 -0.1860 -0.0692 -0.0462
O1 -0.1175 -2.8744 2.3660
C1 -0.2385 -2.0236 1.5780
C2 -0.7514 1.6515 -1.8213
O2 -0.8659 2.5148 -2.6165
C3 -1.6299 1.2448 1.5922
O3 -2.1424 1.9130 2.3919
C4 0.3498 -1.7224 -1.9144
O4 0.7539 -2.4266 -2.7369
C5 -3.4568 -1.7865 -0.4401
H1 -2.8428 -2.6456 -0.6731
H2 -3.5680 -1.5588 0.6111
C6 -3.5902 -0.8281 -1.3265
H3 -3.8096 0.1773 -0.9946
H4 -3.0843 -0.9094 -2.2787
N1 3.4559 0.3637 1.6465
C7 2.8194 1.0504 0.7029
N2 3.2124 2.1055 0.0286
O5 1.6600 0.6150 0.4168
H5 4.3787 0.6294 1.9430
H6 2.9693 -0.4244 2.0410
H7 2.5660 2.4795 -0.6550
H8 4.1179 2.5240 0.1853

Atoms 1-6, force components in eV/Å:
Ce -1.71 -0.70 -0.40
O -0.73 4.59 -4.29
C 0.66 -6.12 5.55
C -1.14 6.90 -6.48
O 0.66 -5.53 5.05
C -3.59 4.40 5.29

=====

[8]
Here is 2 unconnected molecules or ions with the total composition C7H8Cl2 in a non-equilibrium geometry from the OMol25 dataset. Energies are from the ωB97M-V functional and the def2-TZVPD basis.

The HOMO energy is -9.6 eV. As for the total energy: -32433.6042 eV. As for the energy above the lowest of the compared OMol25 structures with the same formula, charge and spin: 0.0 kcal/mol.

Positions of all 17 atoms, in Å:
Cl1 1.4213 -0.5070 -2.8460
Cl2 -0.2170 1.9159 -2.5772
C1 -0.1340 0.1678 -2.3604
H1 -0.9365 -0.3088 -2.9556
H2 -0.3161 -0.0735 -1.2955
C2 1.1481 0.7010 0.8520
C3 -0.1032 1.2904 1.0368
C4 1.2664 -0.6889 0.8182
C5 -1.2361 0.4898 1.1876
C6 0.1336 -1.4895 0.9690
C7 -1.1177 -0.9001 1.1538
H3 2.0395 1.3310 0.7333
H4 -0.1963 2.3841 1.0634
H5 2.2510 -1.1526 0.6728
H6 -2.2206 0.9536 1.3330
H7 0.2267 -2.5832 0.9424
H8 -2.0091 -1.5301 1.2725

Atoms 1-6, force components in eV/Å:
Cl 0.01 0.00 -0.02
Cl 0.00 0.02 -0.02
C -0.96 -0.71 0.48
H 0.63 0.41 0.18
H 0.32 0.29 -0.66
C 0.15 0.10 0.01

=====

[9]
Here is a molecular structure, C7H8ClNO2 in a non-equilibrium geometry from the OMol25 dataset. Energies are from the ωB97M-V functional and the def2-TZVPD basis.

The HOMO energy (spin up / spin down) is -8.4 / -8.4 eV. As for the total energy: -25492.2753 eV. As for the energy above the lowest of the compared OMol25 structures with the same formula, charge and spin: 34.0 kcal/mol.

Positions of all 19 atoms, in Å:
C1 -0.4912 2.2891 0.3970
C2 -1.5675 1.6878 -0.1839
C3 0.8193 1.6843 0.4334
C4 -1.3835 -0.6050 0.6430
C5 -1.4378 0.2680 -0.5831
C6 0.5204 0.0661 -1.1561
C7 1.6976 -1.8550 -0.6034
N1 1.2873 0.6817 -0.2165
O1 -0.6679 -0.4506 1.5916
O2 0.6875 -1.2559 -1.4037
Cl1 0.4384 0.9711 -2.6845
H1 -0.4305 3.2265 0.8600
H2 -2.4408 2.3252 -0.3368
H3 1.6192 2.1045 1.1284
H4 -1.9510 -1.5383 0.7121
H5 -2.0416 -0.2459 -1.4157
H6 1.1007 -2.2695 0.3063
H7 2.4701 -1.2762 -0.2709
H8 1.9803 -2.6780 -1.1829

Atoms 1-6, force components in eV/Å:
C -0.45 -1.68 -0.88
C 1.43 1.17 -0.07
C 2.14 -0.93 1.23
C -0.14 -0.87 -0.35
C 1.32 -1.42 -0.74
C -4.23 -0.21 -0.29

=====

[10]
Here is C7H8ClNO2 in the gas phase in a non-equilibrium geometry from the OMol25 dataset. Energies are from the ωB97M-V functional and the def2-TZVPD basis.

The HOMO energy (spin up / spin down) is -7.5 / -9.1 eV. As for the total energy: -25487.1962 eV. Its expectation value of S² is 2.016. As for the spin multiplicity: 3. As for the energy above the lowest of the compared OMol25 structures with the same formula, charge and spin: 31.5 kcal/mol.

Positions of all 19 atoms, in Å:
C1 -0.1134 2.2754 -0.4372
C2 1.2961 2.6315 -0.0070
C3 -0.6893 1.1018 -0.2444
C4 2.2800 1.8362 0.0677
C5 -0.1856 -0.0039 0.6854
C6 -0.3597 -1.3619 0.1183
C7 -1.7408 -1.9496 0.0321
N1 0.7364 -2.0803 -0.2585
O1 1.7782 -1.4749 -0.0041
O2 0.6828 -3.1245 -0.7833
Cl1 3.2992 0.5384 0.0323
H1 -0.4702 2.8351 -1.2523
H2 1.4028 3.6396 0.0834
H3 -1.7515 0.9928 -0.5415
H4 0.9058 0.1157 0.8746
H5 -0.8220 0.1350 1.5445
H6 -2.5237 -1.2349 -0.4560
H7 -1.9983 -2.0080 1.0524
H8 -1.7268 -2.8636 -0.5064

Atoms 1-6, force components in eV/Å:
C 2.01 -1.37 -0.15
C -3.38 -1.67 -1.05
C -1.23 -0.58 0.78
C 3.27 -1.29 0.43
C 1.02 0.71 -0.74
C -3.27 0.94 0.09

=====

[11]
Here is C7H8ClNOS in the gas phase in a non-equilibrium geometry from the OMol25 dataset. Energies are from the ωB97M-V functional and the def2-TZVPD basis.

The HOMO energy is -9.3 eV. As for the total energy: -34278.8944 eV. As for the energy above the lowest of the compared OMol25 structures with the same formula, charge and spin: 74.1 kcal/mol.

Positions of all 19 atoms, in Å:
C1 -0.1754 2.7778 0.1607
C2 1.0946 2.2245 0.1036
C3 -1.2946 1.9629 0.2295
C4 1.2544 0.8482 0.1112
C5 -1.1420 0.5877 0.2496
C6 0.1284 0.0503 0.1742
C7 -0.5754 -2.4245 -1.1051
N1 1.6324 -2.3676 0.3092
O1 -0.9628 -1.8612 1.9866
S1 0.2524 -1.7400 0.3756
Cl1 -0.3170 -1.3466 -2.4758
H1 -0.2917 3.8508 0.1660
H2 1.9588 2.8702 0.0678
H3 -2.2817 2.3937 0.2827
H4 2.2339 0.3967 0.0744
H5 -1.9889 -0.0711 0.3631
H6 -0.1008 -3.3843 -1.2958
H7 -1.6390 -2.5226 -0.8998
H8 2.2143 -2.2449 1.1221

Atoms 1-6, force components in eV/Å:
C 0.10 0.01 -0.01
C -0.06 0.09 0.02
C 0.03 -0.16 -0.07
C 0.07 -0.31 -0.09
C -0.25 0.08 0.03
C 0.05 -0.37 0.26

=====

[12]
Here is a gas-phase ion, C7H8ClO2 (charge -1) in a non-equilibrium geometry from the OMol25 dataset. Energies are from the ωB97M-V functional and the def2-TZVPD basis.

As for the charge: -1. The HOMO energy is -4.3 eV. As for the total energy: -24005.4039 eV. As for the energy above the lowest of the compared OMol25 structures with the same formula, charge and spin: 48.3 kcal/mol.

Positions of all 18 atoms, in Å:
C1 -0.3183 0.3925 0.2207
C2 -1.5008 1.1885 0.2402
C3 -2.2721 1.4986 -1.0459
C4 0.6856 -0.5765 0.9227
C5 0.6519 -0.3845 -0.6114
C6 0.1668 -1.9533 1.4030
C7 1.7214 0.5834 -1.1522
O1 -2.0619 0.5932 -1.9159
O2 -3.0823 2.4438 -0.9799
Cl1 -1.9013 1.7165 1.7764
H1 1.5311 -0.1653 1.5349
H2 0.2392 -1.1221 -1.2808
H3 -0.3418 -2.4194 0.6101
H4 -0.3637 -1.8742 2.3748
H5 1.0429 -2.5427 1.7025
H6 1.3071 1.0476 -1.9826
H7 2.6960 0.1562 -1.3950
H8 1.8003 1.4177 -0.4216

Atoms 1-6, force components in eV/Å:
C -2.12 0.05 0.25
C 5.60 -3.55 -1.05
C -0.90 -1.28 -0.25
C -1.23 0.61 -0.40
C 0.21 2.20 0.99
C 1.52 1.69 2.00